C13H10ClF2NO3 in the gas phase. Source: the Open Molecules 2025 dataset; level of theory: ωB97M-V/def2-TZVPD.

```
! wB97M-V def2-TZVPD RIJCOSX def2/J DEFGRID3
* xyz 0 1
C 2.6342 2.5436 0.0233
C 2.8515 1.1319 -0.3719
N 3.5963 0.7948 -1.3888
O 3.5869 -0.5601 -1.4737
C 2.8229 -1.0684 -0.4989
C 2.6710 -2.5384 -0.3997
C 2.3235 -0.0354 0.2547
C 1.4019 -0.0916 1.4225
O 0.0637 0.2800 1.0501
C -0.6996 -0.6630 0.5176
O -0.3597 -1.8110 0.3661
C -2.0689 -0.1856 0.1549
C -3.0392 -1.1793 0.0309
C -4.3404 -0.8639 -0.2971
F -5.2580 -1.8327 -0.3994
C -4.6923 0.4656 -0.5205
F -5.9489 0.7900 -0.8381
C -3.7404 1.4618 -0.4203
C -2.4310 1.1429 -0.0813
Cl -1.3059 2.4304 -0.0058
H 3.1345 3.1990 -0.6828
H 3.0335 2.7180 1.0217
H 1.5694 2.7678 0.0387
H 1.6238 -2.7893 -0.2427
H 3.0300 -3.0010 -1.3145
H 3.2491 -2.9222 0.4403
H 1.3862 -1.1007 1.8452
H 1.6870 0.6396 2.1818
H -2.7566 -2.2079 0.1954
H -4.0243 2.4851 -0.6077
*
```

Properties
HOMO-LUMO gap in eV: 9.57
SMILES: Cc1noc(C)c1COC(=O)c1cc(F)c(F)cc1Cl

Atom charges from the Mulliken analysis, given in e for atoms 1 to 4:
1 C -0.953
2 C 0.476
3 N -0.712
4 O -0.182



A molecular structure, C13H10N3O4RhS. Source: the Open Molecules 2025 dataset; level of theory: ωB97M-V/def2-TZVPD.

```
! wB97M-V def2-TZVPD RIJCOSX def2/J DEFGRID3
* xyz 0 5
Rh 0.6441 1.9007 -0.2889
O 2.5163 4.6584 0.9368
S 2.1082 4.2040 -0.3509
O 2.4336 4.9801 -1.5046
O 0.5467 3.9121 -0.3250
O 2.5206 2.7166 -0.5707
C -0.4019 -0.3956 -5.3347
N 0.1509 0.5023 -4.3324
C 1.0123 1.5533 -4.5587
C 1.2687 2.1153 -3.3498
N 0.5784 1.4095 -2.3905
C -0.0819 0.4520 -3.0146
H -0.0253 -0.0950 -6.3081
H -1.4878 -0.3295 -5.3398
H -0.0897 -1.4184 -5.1352
H 1.3501 1.7987 -5.5493
H 1.8873 2.9580 -3.0874
H -0.7203 -0.2797 -2.5473
N -2.0580 -4.9163 6.4830
C -1.7542 -4.1263 5.7062
C -1.3765 -3.1386 4.7307
C -2.0908 -1.9449 4.6465
C -1.7289 -0.9991 3.7071
C -0.6544 -1.2409 2.8467
C 0.0580 -2.4397 2.9412
C -0.3006 -3.3870 3.8803
C -0.2834 -0.2631 1.8753
C 0.0324 0.5795 1.0483
H -2.9207 -1.7666 5.3154
H -2.2708 -0.0669 3.6324
H 0.8923 -2.6163 2.2771
H 0.2450 -4.3165 3.9609
*
```

Properties
HOMO-LUMO gap (alpha / beta) in eV: 8.95 / 6.45
ΔE to the lowest compared entry with this formula, charge and spin in kJ/mol: 0.0

Atom charges from the Mulliken analysis, given in e for atoms 1 to 4:
1 Rh 0.635
2 O -0.568
3 S 1.470
4 O -0.600



C13H10N4O6 in the gas phase. Source: the Open Molecules 2025 dataset; level of theory: ωB97M-V/def2-TZVPD.

```
! wB97M-V def2-TZVPD RIJCOSX def2/J DEFGRID3
* xyz 0 1
O -7.0981 2.4763 0.9797
C -6.0042 2.2964 0.4570
N -4.9737 3.0115 0.9028
C -3.7417 2.4787 0.7517
O -2.9233 3.0887 1.3929
C -3.5026 1.5358 -0.2356
C -2.3580 0.8698 -0.6142
C -1.1682 0.7168 0.1277
C -0.0805 -0.1055 -0.1952
C 1.1015 -0.4618 0.6415
C 2.1750 -1.1603 0.1230
C 3.5413 -1.3727 0.8787
C 4.6652 -0.4830 0.3543
O 4.7594 0.7501 0.6444
N 5.5161 -0.9341 -0.6732
C 5.4098 -2.2230 -1.0753
O 5.7423 -2.5254 -2.1931
N 4.5706 -3.1115 -0.3687
C 3.8909 -2.8142 0.7738
O 3.2351 -3.7389 1.2270
C -4.6986 1.1669 -1.0976
O -4.5748 0.4793 -2.0861
N -5.8861 1.4023 -0.5691
H -5.0509 3.5461 1.7781
H -2.2337 0.3572 -1.5434
H -1.0954 1.1540 1.0954
H 0.0309 -0.5794 -1.2313
H 1.2688 -0.1160 1.6224
H 2.1324 -1.4442 -0.9184
H 3.3491 -1.1504 2.0052
H 6.0338 -0.2937 -1.3509
H 4.6761 -4.0755 -0.5679
H -6.7082 1.2597 -1.0356
*
```

Properties
HOMO-LUMO gap in eV: 7.33
SMILES: O=C1NC(=O)C(=C/C=C/C=C/C2C(=O)NC(=O)NC2=O)C(=O)N1
ΔE to the lowest compared entry with this formula, charge and spin in kJ/mol: 132.9

Atom charges from the Mulliken analysis, given in e for atoms 1 to 4:
1 O -0.646
2 C 0.311
3 N -0.133
4 C 0.345



A molecular structure, C13H11AsCl6CuF22O5Pt. Source: the Open Molecules 2025 dataset; level of theory: ωB97M-V/def2-TZVPD.

```
! wB97M-V def2-TZVPD RIJCOSX def2/J DEFGRID3
* xyz 0 4
Pt -2.7629 -0.9274 0.6877
Cu 0.1246 -0.4826 3.6923
As -3.4473 -1.5138 4.5201
F -5.1476 -2.0503 4.0642
F -3.9661 -1.6498 6.2641
F -1.7186 -0.9639 4.9403
F -2.9463 -1.4266 2.7961
F -4.0316 0.1420 4.4194
F -2.8969 -3.2159 4.5073
O 1.1358 -0.9735 0.0426
C -0.1271 -0.8442 0.3242
O -0.5578 -0.8286 1.4852
O -0.9439 -0.8842 -0.6162
H 1.0875 -0.9876 -0.9161
C 6.6950 -1.3077 2.7907
C 7.3163 -0.3548 3.8112
C 6.6792 1.0929 3.7216
F 7.2986 1.8307 4.5854
F 6.6892 1.7008 2.5048
F 7.1984 -0.8445 5.0232
F 8.6131 -0.2203 3.5298
O 5.2253 -1.2718 2.7712
C 4.5888 -2.5973 2.7221
C 3.1147 -2.4886 2.5740
F 2.4918 -3.6691 2.5202
F 2.5415 -1.7117 3.5125
F 5.1531 -3.3339 1.7488
F 4.8502 -3.3137 3.8404
H 7.1658 -2.2905 2.7685
H 7.0061 -0.8779 1.8386
H 5.6544 1.0479 4.0900
H 2.7825 -1.9867 1.6653
C -5.6181 1.5229 -4.1198
C -5.3888 0.7096 -2.8333
C -3.8959 0.2289 -2.7192
F -3.6931 -0.4968 -1.5949
F -3.4661 -0.4849 -3.7949
F -5.7350 1.4156 -1.7060
F -6.1640 -0.3870 -2.7620
O -4.7925 2.7028 -4.3041
C -5.2337 3.9215 -3.7135
C -4.4432 5.1346 -4.1916
F -4.2420 5.0866 -5.4861
F -4.8984 6.3247 -3.7566
F -6.4710 4.0382 -4.1304
F -5.2222 3.8044 -2.3842
H -6.6737 1.7921 -4.1579
H -5.3953 0.8824 -4.9731
H -3.2821 1.1262 -2.6398
H -3.4814 4.9308 -3.7209
C 0.5570 2.3993 -2.7612
Cl -0.9336 2.2304 -3.7179
Cl 1.6102 3.6195 -3.5669
Cl 1.5140 0.9131 -2.5796
H 0.3061 2.7535 -1.7614
C 1.9712 -3.5216 -2.9801
Cl 0.8102 -2.2518 -3.1796
Cl 2.7028 -3.5348 -1.3310
Cl 3.2043 -3.1704 -4.2337
H 1.4884 -4.4872 -3.1300
*
```

Properties
HOMO-LUMO gap (alpha / beta) in eV: 5.24 / 8.51

Atom charges from the Mulliken analysis, given in e for atoms 1 to 4:
1 Pt 0.525
2 Cu 0.706
3 As 2.001
4 F -0.509



A molecular structure, C13H11F6MgN4O7S3. Source: the Open Molecules 2025 dataset; level of theory: ωB97M-V/def2-TZVPD.

```
! wB97M-V def2-TZVPD RIJCOSX def2/J DEFGRID3
* xyz -1 1
Mg -0.2198 0.6473 0.8901
N -1.1023 2.3032 -1.0861
C -1.9993 3.1045 -0.2402
C -1.3268 3.4615 1.0866
O -1.5071 4.5970 1.5525
N -0.5962 2.4756 1.5915
C 0.1721 2.7621 2.7911
C 1.3804 1.8109 2.8818
O 2.2198 1.9933 3.7548
O 1.3674 0.8252 2.0462
H -0.4192 2.9105 -1.5235
H -1.6141 1.8322 -1.8219
H -2.8800 2.4986 -0.0153
H -2.3300 4.0335 -0.7091
H -0.4183 2.6054 3.7030
H 0.5187 3.7960 2.8166
F 1.2545 -2.4306 3.4496
C 0.8022 -2.7290 2.2465
F 1.5648 -2.1516 1.3247
F 0.8566 -4.0541 2.0775
S -0.9498 -2.1748 2.0814
O -0.9613 -0.7625 2.4343
O -1.7235 -3.0619 2.8892
N -1.1314 -2.4596 0.5301
S -2.0849 -1.6102 -0.3572
O -2.0431 -2.0515 -1.7153
O -1.9898 -0.1785 -0.1066
C -3.8059 -1.9822 0.2017
F -4.6598 -1.3672 -0.6207
F -4.0049 -1.5334 1.4380
F -4.0521 -3.2874 0.1738
S 3.2679 1.5870 -1.8561
C 2.0303 1.4273 -0.6690
N 1.3145 0.3549 -0.7272
C 1.7471 -0.4745 -1.7559
C 1.2470 -1.7367 -2.0728
C 1.8040 -2.4269 -3.1276
C 2.8584 -1.8895 -3.8741
C 3.3793 -0.6484 -3.5651
C 2.8151 0.0463 -2.5003
H 1.8762 2.1887 0.0833
H 0.4433 -2.1593 -1.4914
H 1.4200 -3.4054 -3.3833
H 3.2770 -2.4542 -4.6968
H 4.2030 -0.2314 -4.1288
*
```

Properties
HOMO-LUMO gap in eV: 7.29
ΔE to the lowest compared entry with this formula, charge and spin in kJ/mol: 0.0

Atom charges from the Mulliken analysis, given in e for atoms 1 to 4:
1 Mg 1.844
2 N -0.396
3 C -0.669
4 C 0.608



A molecular structure, C13H11F6N4PtSSb. Source: the Open Molecules 2025 dataset; level of theory: ωB97M-V/def2-TZVPD.

```
! wB97M-V def2-TZVPD RIJCOSX def2/J DEFGRID3
* xyz 1 4
Pt 0.0140 2.9222 -0.2108
N -3.4579 1.9063 2.0852
C -2.2316 2.0008 1.6056
S -1.6269 3.6296 1.2422
N -1.5002 0.9170 1.5055
N -0.3400 0.9682 0.9490
C 0.5209 0.0298 0.7376
C 0.3580 -1.3122 1.3062
C 0.1752 -1.4540 2.6830
C 0.0407 -2.7149 3.2278
C 0.0275 -3.8307 2.4007
C 0.1657 -3.6867 1.0276
C 0.3429 -2.4345 0.4727
C 1.6595 0.3838 -0.1132
C 2.7064 -0.5116 -0.3312
C 3.7460 -0.1596 -1.1760
C 3.7135 1.0824 -1.7925
C 2.6715 1.9486 -1.4879
N 1.6876 1.6162 -0.6646
H -4.0484 2.7210 2.1454
H -3.8498 0.9969 2.2795
H 0.1908 -0.5836 3.3208
H -0.0546 -2.8312 4.2956
H -0.0998 -4.8122 2.8274
H 0.1253 -4.5502 0.3838
H 0.4120 -2.3092 -0.5963
H 2.7000 -1.4599 0.1811
H 4.5707 -0.8377 -1.3381
H 4.4870 1.3884 -2.4778
H 2.6309 2.9405 -1.9191
F -1.1226 1.8748 -1.8141
Sb -2.3720 1.0868 -3.3909
F -3.0397 2.8588 -3.3767
F -3.4871 0.7113 -1.8780
F -3.4332 0.3861 -4.7493
F -1.4034 -0.5007 -2.9251
F -0.8789 1.6193 -4.4352
*
```

Properties
HOMO-LUMO gap (alpha / beta) in eV: 7.72 / 5.19

Atom charges from the Mulliken analysis, given in e for atoms 1 to 4:
1 Pt 1.034
2 N -0.325
3 C 0.707
4 S -0.326



A molecular structure, C13H11F6N6O6S3V. Source: the Open Molecules 2025 dataset; level of theory: ωB97M-V/def2-TZVPD.

```
! wB97M-V def2-TZVPD RIJCOSX def2/J DEFGRID3
* xyz 1 2
V -0.3137 1.2371 -0.7957
C 2.9831 -3.7668 1.2932
C 2.9030 -2.7196 0.2563
N 3.8834 -2.2125 -0.4212
N 3.3174 -1.3202 -1.2573
C 2.0000 -1.2319 -1.1088
S 0.9399 -0.3152 -2.0945
N 1.7127 -2.1423 -0.1508
N 0.4750 -2.5240 0.3251
H 3.9378 -4.2785 1.2142
H 2.1633 -4.4735 1.1788
H 2.9083 -3.3134 2.2834
H 3.8814 -0.8105 -1.9188
H -0.2313 -2.4055 -0.3920
H 0.2215 -1.9913 1.1462
N -5.7300 -3.3718 1.2635
C -4.9060 -2.6591 0.9000
C -3.8775 -1.7635 0.4623
C -3.4863 -0.7134 1.2897
C -2.4818 0.1495 0.8778
C -1.8597 -0.0347 -0.3516
C -2.2764 -1.0654 -1.1907
C -3.2789 -1.9325 -0.7859
H -3.9674 -0.5725 2.2480
H -2.2024 0.9767 1.5194
H -1.8281 -1.2005 -2.1666
H -3.6099 -2.7328 -1.4338
O -2.9781 1.7104 -3.2356
C -1.7998 1.6195 -3.2857
O -1.0186 1.6165 -2.1740
H -1.2097 1.5032 -4.2056
F 1.4744 0.7579 3.7730
C 1.1409 1.7544 2.9813
F 1.6711 2.8810 3.3936
F -0.1861 1.8691 2.9509
S 1.7008 1.3898 1.2300
O 0.5166 0.6630 0.6839
O 2.8561 0.5688 1.2457
N 1.8844 2.7590 0.5296
S 0.6376 3.7124 0.2488
O -0.6104 2.9356 0.2926
O 0.6612 4.9357 0.9453
C 0.9473 4.0881 -1.5641
F 1.5054 3.0008 -2.1250
F -0.2153 4.3158 -2.1568
F 1.7447 5.1072 -1.7178
*
```

Properties
HOMO-LUMO gap (alpha / beta) in eV: 7.46 / 8.07
ΔE to the lowest compared entry with this formula, charge and spin in kJ/mol: 187.8

Atom charges from the Mulliken analysis, given in e for atoms 1 to 4:
1 V -0.131
2 C -1.209
3 C 1.174
4 N -0.829



- Number 1 is which compound?
  C13H10ClF2NO3



Copy entry 1 word for word.
C13H10ClF2NO3 in the gas phase. Source: the Open Molecules 2025 dataset; level of theory: ωB97M-V/def2-TZVPD.

```
! wB97M-V def2-TZVPD RIJCOSX def2/J DEFGRID3
* xyz 0 1
C 2.6342 2.5436 0.0233
C 2.8515 1.1319 -0.3719
N 3.5963 0.7948 -1.3888
O 3.5869 -0.5601 -1.4737
C 2.8229 -1.0684 -0.4989
C 2.6710 -2.5384 -0.3997
C 2.3235 -0.0354 0.2547
C 1.4019 -0.0916 1.4225
O 0.0637 0.2800 1.0501
C -0.6996 -0.6630 0.5176
O -0.3597 -1.8110 0.3661
C -2.0689 -0.1856 0.1549
C -3.0392 -1.1793 0.0309
C -4.3404 -0.8639 -0.2971
F -5.2580 -1.8327 -0.3994
C -4.6923 0.4656 -0.5205
F -5.9489 0.7900 -0.8381
C -3.7404 1.4618 -0.4203
C -2.4310 1.1429 -0.0813
Cl -1.3059 2.4304 -0.0058
H 3.1345 3.1990 -0.6828
H 3.0335 2.7180 1.0217
H 1.5694 2.7678 0.0387
H 1.6238 -2.7893 -0.2427
H 3.0300 -3.0010 -1.3145
H 3.2491 -2.9222 0.4403
H 1.3862 -1.1007 1.8452
H 1.6870 0.6396 2.1818
H -2.7566 -2.2079 0.1954
H -4.0243 2.4851 -0.6077
*
```

Properties
HOMO-LUMO gap in eV: 9.57
SMILES: Cc1noc(C)c1COC(=O)c1cc(F)c(F)cc1Cl

Atom charges from the Mulliken analysis, given in e for atoms 1 to 4:
1 C -0.953
2 C 0.476
3 N -0.712
4 O -0.182